A structure of composition C11H11N3O5Zn in a non-equilibrium geometry. Source: the Open Molecules 2025 dataset; level of theory: ωB97M-V/def2-TZVPD.

## Properties
lowest unoccupied orbital energy = -8.019 eV
Kohn-Sham gap = 7.878 eV
total charge = +2

XYZ file:
```
31
Properties=species:S:1:pos:R:3:mulliken_charge:R:1
N 1.029 0.091 4.190 0.13
H -0.936 -1.255 -2.377 0.43
C 0.198 -0.772 4.835 0.04
C 2.019 0.019 -0.012 -0.02
C -0.003 2.010 0.131 0.00
O -3.153 0.004 -0.016 -0.11
H 3.033 0.632 4.555 0.34
O -0.003 3.144 0.209 -0.16
H 1.856 1.933 4.811 0.34
O 3.163 0.004 -0.008 -0.18
N -0.070 -0.477 2.165 -0.18
H 0.934 1.255 -2.375 0.40
C -2.031 0.015 -0.050 0.07
O 0.024 -3.160 0.207 -0.15
H -0.939 1.254 -2.377 0.41
H -2.131 -2.040 1.211 0.05
C 0.028 -2.037 0.054 0.05
Zn -0.004 -0.010 -0.018 1.83
H 1.987 0.613 5.977 0.31
C 0.895 0.272 2.818 0.07
O 1.617 1.080 2.218 -0.68
C -0.765 -1.473 4.160 -1.25
C -0.002 0.698 -2.228 -0.72
C 2.025 0.856 4.918 -0.87
C 0.000 -0.695 -2.231 -0.59
H -2.465 -2.593 2.757 0.22
H -1.410 -2.124 4.690 0.44
C -0.920 -1.331 2.798 1.26
H 0.938 -1.250 -2.379 0.40
H 0.329 -0.871 5.917 0.38
N -1.912 -2.026 2.174 -0.26
```

***

A cluster of 2 separate species, C11H11O3S in total in a non-equilibrium geometry. Source: the Open Molecules 2025 dataset; level of theory: ωB97M-V/def2-TZVPD.

## Properties
lowest unoccupied orbital energy = 1.759 eV
Kohn-Sham gap = 4.642 eV
relative energy (zero: lowest compared OMol25 entry of this formula, charge and spin) = 35.5 kcal per mole
total charge = -1

XYZ file:
```
26
Properties=species:S:1:pos:R:3:mulliken_charge:R:1
O -2.557 -1.455 1.523 -0.50
H 1.455 0.825 2.510 0.31
H -0.339 -2.889 0.488 0.38
H -2.187 -2.061 0.784 0.32
H 2.251 -1.378 -1.913 0.23
H 0.311 -1.258 2.089 0.11
C 2.363 0.936 0.624 -0.18
C -1.750 0.574 0.372 -0.29
C 1.022 -0.885 1.270 0.00
H 3.123 0.801 -1.392 0.20
C -2.738 -0.109 1.136 -0.07
C 2.530 0.315 -0.556 -0.55
H -0.018 2.698 -0.360 0.26
C 1.684 0.285 1.595 -0.54
O -2.773 1.506 -1.571 -0.59
C 1.933 -0.883 -0.929 -0.37
H -0.695 2.710 -1.981 0.37
S 0.649 -3.555 -1.543 -0.36
H 0.415 1.367 -1.461 -0.01
C -0.362 2.083 -1.148 -0.84
C 0.359 -2.653 -0.250 -0.51
C 1.075 -1.489 0.019 0.79
H 2.651 1.921 0.890 0.44
C -1.614 1.322 -0.676 0.77
O -3.530 0.573 1.828 -0.68
H -3.260 0.701 -1.347 0.31
```

***

A structure of composition C11H11O4P in a non-equilibrium geometry. Source: the Open Molecules 2025 dataset; level of theory: ωB97M-V/def2-TZVPD.

## Properties
lowest unoccupied orbital energy = -0.320 eV
Kohn-Sham gap = 7.995 eV
relative energy (zero: lowest compared OMol25 entry of this formula, charge and spin) = 87.1 kcal per mole
total charge = 0

XYZ file:
```
27
Properties=species:S:1:pos:R:3:mulliken_charge:R:1
O -0.252 1.683 -2.663 -0.55
H 3.592 -0.163 1.568 0.37
P -0.819 2.338 -1.380 0.39
H 0.428 3.832 -1.255 0.40
H -2.239 -0.109 0.198 0.40
H -3.033 -2.434 0.002 0.36
C 1.744 0.767 1.011 -0.52
H -1.677 3.391 -1.159 0.03
H 2.692 -2.438 1.314 0.37
C -1.158 -3.298 0.576 -0.52
C 0.183 -3.058 0.911 -0.68
H -1.009 1.093 -2.573 0.49
C 2.544 -0.331 1.358 -0.84
O 0.385 3.207 -1.990 -0.50
H -1.582 -4.311 0.523 0.35
H 0.372 2.444 -2.653 0.51
C -0.181 -0.626 0.690 0.67
O -1.745 1.245 -1.906 -0.72
C -2.001 -2.232 0.305 -0.68
C -1.553 -0.896 0.377 -0.73
C 2.021 -1.583 1.247 -0.74
H 2.165 1.794 1.001 0.36
O -0.422 2.774 1.291 -0.50
C 0.687 -1.759 0.953 1.06
H 0.789 -3.912 1.158 0.38
C -0.331 1.916 0.398 -0.03
C 0.402 0.663 0.696 0.84
```

***

An isolated molecule of C11H11OP in a non-equilibrium geometry. Source: the Open Molecules 2025 dataset; level of theory: ωB97M-V/def2-TZVPD.

## Properties
lowest unoccupied orbital energy (alpha / beta) = -2.187 / -2.003 eV
Kohn-Sham gap (alpha / beta) = 6.730 / 6.919 eV
relative energy (zero: lowest compared OMol25 entry of this formula, charge and spin) = 139.6 kcal per mole
total charge = 0

XYZ file:
```
24
Properties=species:S:1:pos:R:3:mulliken_charge:R:1
O 0.345 2.525 -0.629 -0.81
H -1.618 2.316 -0.924 0.52
C -1.769 -0.349 0.945 -0.06
H 2.258 2.525 1.231 0.28
C 2.147 1.501 0.803 -0.51
H 4.150 1.333 1.043 0.30
H -0.910 -0.900 1.408 0.27
P 0.300 1.324 0.266 1.20
H 3.883 -0.056 -1.283 0.36
C -3.630 1.259 -0.416 -0.82
H 2.033 -1.622 -1.154 0.39
C -3.962 0.115 0.250 -0.18
C -2.229 1.469 -0.608 -0.34
C -3.101 -0.725 0.913 -0.79
C -1.408 0.723 0.184 0.01
H -3.484 -1.594 1.412 0.39
H 3.939 -1.031 0.237 0.29
H -0.036 1.707 1.590 -0.04
C 0.847 -0.266 -0.459 0.04
C 3.433 -0.224 -0.410 -0.30
H -4.429 1.782 -0.841 0.41
C 2.064 -0.662 -0.761 -0.60
H -4.988 -0.231 0.241 0.32
C 3.283 0.972 0.453 -0.36
```

***

For reference, E by record: -74693.367, -28560.760, -29054.847, -22914.121 eV.